A 2-piece molecular cluster, C2H7N3O2 overall. Source: the OMol25 dataset; level of theory: ωB97M-V with the def2-TZVPD basis set.

Cartesian coordinates (Å):
C (-0.34455, -1.15496, -0.03240)
C (-1.32167, 1.05231, 0.17800)
H (3.11895, 0.59799, 0.78206)
H (3.16645, 1.66375, -0.32433)
H (0.83480, -2.76255, -0.15554)
H (1.64742, -1.26076, 0.16115)
H (0.75421, 0.51849, 0.01727)
H (-2.20156, 0.51604, 0.52818)
H (-0.65619, 2.67600, -0.49036)
N (0.85812, -1.75217, -0.25319)
N (-0.18353, 0.19956, 0.11103)
N (-1.50236, 2.25188, -0.19764)
O (2.60358, 0.95490, 0.05080)
O (-1.46262, -1.73339, 0.07251)

HOMO-LUMO gap	9.6	eV
2S+1	1
energy relative to the best compared isomer or geometry (same formula, charge and spin)	20.0	kcal/mol
LUMO level	-0.0014	Eh
SMILES	[H]/N=C\NC(N)=O.O

---

An isolated molecule of C7H10N2. Source: the OMol25 dataset; level of theory: ωB97M-V with the def2-TZVPD basis set.

Cartesian coordinates (Å):
C (0.10277, 1.72893, -0.28309)
C (-2.95104, -0.37088, 0.32415)
C (1.57902, -1.68174, -0.82771)
C (-1.55064, 0.02960, 0.02433)
C (0.56521, -0.76466, -0.23396)
C (0.94700, 0.66170, 0.33288)
C (2.05226, 0.88045, 1.05001)
N (-0.69031, -0.96088, -0.38064)
N (-1.14685, 1.23936, 0.26254)
H (0.29131, 2.71164, 0.14120)
H (0.12742, 1.77820, -1.37448)
H (-3.40308, -0.77661, -0.58784)
H (-3.52751, 0.48628, 0.66760)
H (-2.97505, -1.14803, 1.09575)
H (1.07869, -2.52331, -1.31963)
H (2.21848, -1.15897, -1.53667)
H (2.20800, -2.09113, -0.03570)
H (2.61184, 0.08679, 1.51049)
H (2.46248, 1.87324, 1.17078)

HOMO-LUMO gap	8.6	eV
2S+1	1
energy relative to the best compared isomer or geometry (same formula, charge and spin)	47.0	kcal/mol
LUMO level	0.0039	Eh
SMILES	C=C1CN=C(C)N=C1C

---

C16H44N3O5Y as an isolated structure. Source: the OMol25 dataset; level of theory: ωB97M-V with the def2-TZVPD basis set.

Cartesian coordinates (Å):
Y (0.22298, -0.21530, -0.27187)
C (2.32832, 3.18109, 1.79294)
C (1.47798, 2.08983, 2.36009)
C (0.27745, 2.65772, 3.10598)
O (1.02628, 1.17608, 1.42698)
H (2.83456, 3.80546, 2.52914)
H (1.84091, 3.75119, 1.00205)
H (3.13414, 2.76740, 1.18662)
H (2.05424, 1.50363, 3.07590)
H (-0.32853, 3.29219, 2.45919)
H (0.64197, 3.27955, 3.92363)
H (-0.36097, 1.83015, 3.41526)
C (3.12782, 1.14601, -1.31156)
O (2.31390, 0.02201, -1.28103)
H (4.04980, 0.96783, -0.75811)
H (3.23630, 1.34145, -2.37839)
H (2.60204, 2.02503, -0.93874)
H (2.78882, -0.65796, -1.76445)
C (-4.11574, 0.45705, 1.10106)
C (-2.65395, 0.22132, 1.01007)
C (-2.23468, -0.91759, 1.92187)
O (-0.85805, -0.89936, 1.95035)
C (-0.32976, -1.24081, 3.27079)
N (-2.13643, -0.00044, -0.33976)
H (-4.55396, 0.74237, 2.05744)
H (-4.69176, -0.42146, 0.81034)
H (-4.39603, 1.06977, 0.24426)
H (-2.12394, 1.13275, 1.28662)
H (-2.63337, -1.81587, 1.45044)
H (-2.70882, -0.94448, 2.90298)
H (-0.34663, -0.38948, 3.95126)
H (0.71225, -1.50919, 3.09678)
H (-0.82950, -2.11200, 3.69434)
H (-2.58039, -0.89714, -0.47738)
H (-2.69494, 0.59388, -0.93554)
C (0.03830, 0.90891, -4.89483)
C (0.34079, 0.87224, -3.41845)
C (-0.19676, 2.12993, -2.62486)
O (-0.26410, 1.99029, -1.26246)
C (-0.93162, 3.12769, -0.64458)
N (-0.30084, -0.29776, -2.87315)
H (-0.93671, 0.55475, -5.22952)
H (0.58356, 0.11956, -5.41226)
H (0.16158, 1.92321, -5.27444)
H (1.42768, 0.80572, -3.36994)
H (-1.20090, 2.38459, -2.96390)
H (0.43635, 2.94627, -2.97253)
H (-0.26614, 3.98818, -0.71380)
H (-1.09856, 3.04450, 0.42935)
H (-1.84750, 3.54490, -1.06313)
H (0.21400, -1.03991, -3.32511)
H (-1.04783, -0.35741, -3.55031)
C (-0.79984, -4.60926, -0.48955)
C (-0.34013, -3.30849, 0.01694)
C (1.03013, -3.30340, 0.74466)
O (1.53186, -1.91596, 0.78564)
C (2.69813, -1.83739, 1.56900)
N (-0.38061, -2.35039, -0.99668)
H (-0.03617, -5.03124, -1.14288)
H (-1.73839, -4.71097, -1.03441)
H (-0.73401, -5.35761, 0.30023)
H (-0.94862, -3.00152, 0.86759)
H (1.65641, -3.96049, 0.14126)
H (0.89355, -3.75265, 1.72834)
H (2.54958, -1.99103, 2.63785)
H (3.31084, -0.93601, 1.58373)
H (3.41164, -2.51922, 1.10629)
H (0.01469, -2.59756, -1.89264)
H (-1.32260, -2.49509, -1.33107)

charge	+3
HOMO-LUMO gap (alpha / beta)	11.4 / 7.4	eV
2S+1	2
LUMO level (alpha / beta)	-0.2992 / -0.4480	Eh

---

An isolated molecule of C4H8O3. Source: the OMol25 dataset; level of theory: ωB97M-V with the def2-TZVPD basis set.

Cartesian coordinates (Å):
C (1.41651, 0.82090, -0.69644)
O (0.79030, -0.49010, 1.51454)
C (-0.22198, -1.11433, 0.91487)
O (-0.47220, -2.28474, 1.05679)
C (-1.06022, -0.17439, 0.07021)
C (-0.16791, 0.73797, -0.85730)
O (-1.99200, -0.92463, -0.65644)
H (1.92715, -0.13967, -0.53110)
H (1.78646, 1.48387, 0.11087)
H (1.84546, 1.23854, -1.60980)
H (-1.59830, 0.45576, 0.80381)
H (0.85356, 0.35771, 1.04085)
H (-0.58507, 1.75278, -0.81040)
H (-0.38486, 0.36557, -1.86180)
H (-1.94022, -1.82298, -0.27813)

HOMO-LUMO gap	11.3	eV
2S+1	1
energy relative to the best compared isomer or geometry (same formula, charge and spin)	25.9	kcal/mol
LUMO level	0.0236	Eh
SMILES	CC[C@@H](O)C(=O)O

---

no.,largest force on an atom (Eh/bohr),DFT total energy (eV)
1,0.069,-10753.2102
2,0.071,-10399.5709
3,0.072,-33030.4091
4,0.017,-10419.8816